Computed, not measured: a structure of composition C18H42BeF6O9S5 in a non-equilibrium geometry, with ωB97M-V/def2-TZVPD.

```
81
C18H42BeF6O9S5, DFT ωB97M-V/def2-TZVPD
Be -0.001 -0.255 0.124
C 0.988 2.219 2.375
O 2.373 2.128 1.967
O 0.650 0.848 2.372
C 0.691 3.129 3.596
F 0.633 4.491 3.345
F -0.518 2.785 3.935
F 1.363 2.935 4.740
C 2.808 3.109 0.930
C 4.301 3.153 0.939
H 4.750 2.160 0.932
H 4.736 3.756 0.142
H 4.727 3.534 1.868
H 2.467 4.105 1.212
H 2.464 2.880 -0.078
H 0.464 2.668 1.532
C -1.641 -0.820 -2.926
O -2.566 -0.336 -1.809
O -0.416 -1.051 -2.252
C -2.308 -1.995 -3.789
F -1.627 -2.213 -4.889
F -2.415 -3.077 -3.100
F -3.609 -1.884 -4.091
C -3.651 0.445 -2.184
C -4.189 0.792 -0.812
H -4.010 0.021 -0.063
H -3.766 1.681 -0.344
H -5.271 0.925 -0.809
H -4.404 -0.072 -2.778
H -3.413 1.436 -2.571
H -1.632 0.097 -3.515
C -1.573 -4.874 -0.312
S -1.898 -3.539 0.936
O -0.922 -2.397 0.631
C -3.467 -3.059 0.231
H -2.017 -4.595 -1.268
H -2.035 -5.834 -0.084
H -0.490 -4.999 -0.310
H -3.934 -2.242 0.781
H -4.238 -3.829 0.253
H -3.338 -2.712 -0.795
C 2.637 -0.130 -3.572
S 2.798 -0.388 -1.759
O 1.982 0.634 -0.960
C 4.473 0.327 -1.677
H 2.519 0.891 -3.936
H 1.746 -0.649 -3.925
H 3.442 -0.636 -4.104
H 4.231 1.368 -1.894
H 5.211 -0.055 -2.383
H 4.896 0.294 -0.674
C -3.749 0.900 3.534
S -2.978 -0.453 2.556
O -2.045 0.059 1.477
C -1.874 -1.138 3.896
H -3.053 1.738 3.545
H -4.020 0.736 4.577
H -4.640 1.172 2.968
H -2.353 -1.528 4.794
H -1.090 -0.410 4.105
H -1.352 -1.960 3.407
C 0.659 2.945 -2.836
S -0.783 3.035 -1.721
O -0.698 1.887 -0.728
C -0.362 4.486 -0.689
H 1.551 2.586 -2.322
H 0.847 3.926 -3.271
H 0.367 2.203 -3.580
H 0.688 4.474 -0.394
H -1.108 4.336 0.092
H -0.610 5.436 -1.162
C 1.984 -4.143 2.206
S 2.073 -3.353 0.534
O 1.860 -1.854 0.752
C 3.906 -3.311 0.444
H 2.595 -5.044 2.154
H 0.953 -4.417 2.432
H 2.374 -3.425 2.927
H 4.248 -4.330 0.266
H 4.353 -2.872 1.336
H 4.257 -2.852 -0.480
```

Energy relative to the best compared isomer or geometry (same formula, charge and spin) in eV: 1.448
Energy in eV: -108648.19905
F_max in eV/Å: 4.9
Highest occupied orbital energy in eV: -6.98
LUMO level in eV: 0.19
Spin multiplicity: 1

Atom charges from the Mulliken analysis, given in e for atoms 1 to 6: Be 1.830; C 0.661; O -0.327; O -0.689; C 0.587; F -0.302